(1)
Entry from OMol25: 6 unconnected molecules or ions with the total composition C35H64F5NO14S6 (the ωB97M-V functional and the def2-TZVPD basis).

```
125
Properties=species:S:1:pos:R:3
C 2.49616 0.51796 6.07504
C 3.26711 -0.76368 6.38283
N 3.28792 -1.66932 5.21635
C 2.12726 -2.58213 5.21209
C 2.04210 -3.28988 3.86008
C 0.69619 -3.99446 3.53202
C -0.53828 -3.38503 4.23425
C -1.04706 -2.12555 3.51517
O -0.01751 -1.52798 2.68330
S 0.29421 -2.35950 1.38104
O -0.80651 -2.26933 0.45588
O 1.60712 -1.95882 0.95161
C 0.33266 -4.03331 2.02755
C 1.10296 -4.92359 1.02724
C 2.58533 -5.21001 1.29767
C 2.80373 -6.39355 2.25795
C 4.16893 -6.40921 2.93693
F 5.04206 -7.18427 2.22675
F 4.73699 -5.18215 3.02837
C 4.12885 -6.99353 4.36113
F 3.48826 -6.16560 5.18072
F 5.33408 -7.19796 4.84831
F 3.47818 -8.15285 4.35148
C 4.51921 -2.42179 5.18326
C 5.54332 -1.92462 4.20087
O 4.69137 -3.40075 5.87507
H 1.44694 0.30128 5.84131
H 2.51021 1.19124 6.93908
H 2.93478 1.03712 5.21830
H 4.29670 -0.51962 6.66254
H 2.78868 -1.27975 7.22901
H 1.24981 -1.96020 5.40269
H 2.24522 -3.31227 6.02902
H 2.33655 -2.56618 3.09894
H 2.81842 -4.06391 3.86173
H 0.77615 -5.01944 3.91703
H -0.34247 -3.23232 5.29602
H -1.35292 -4.12058 4.17608
H -1.42637 -1.35307 4.18395
H -1.88500 -2.38371 2.85671
H -0.72040 -4.34196 1.99496
H 0.55761 -5.87390 0.95387
H 1.02961 -4.46643 0.03484
H 3.03432 -5.48195 0.33320
H 3.11633 -4.31866 1.62997
H 2.75886 -7.32738 1.68566
H 2.01213 -6.45816 3.00918
H 5.38093 -0.86610 3.97830
H 6.55192 -2.07805 4.59294
H 5.41615 -2.47833 3.26409
O -2.68931 0.34049 3.06297
S -2.67964 1.66721 3.63686
O -2.67917 1.81645 5.07089
C -1.36516 2.62979 2.90606
C -1.99852 3.24059 1.66482
C -3.39834 3.71426 2.08989
C -4.04523 2.58513 2.90422
H -0.52648 1.97206 2.68433
H -1.07327 3.38449 3.63604
H -1.38962 4.05137 1.27382
H -2.06880 2.47182 0.89402
H -3.30622 4.60491 2.71420
H -4.01458 3.98206 1.23063
H -4.69252 2.93691 3.70387
H -4.58609 1.88095 2.27504
O 0.39939 2.44978 -0.20597
S 0.73186 3.68254 -0.88702
O 0.70928 4.92889 -0.15455
C 2.30186 3.46645 -1.71660
C 1.91465 2.89208 -3.07677
C 0.70035 3.70198 -3.55202
C -0.27135 3.79840 -2.36844
H 2.92043 2.80351 -1.11546
H 2.76771 4.44852 -1.79550
H 2.73843 2.94029 -3.78624
H 1.64878 1.84359 -2.95804
H 1.01143 4.70107 -3.85651
H 0.21333 3.24230 -4.40587
H -0.82795 4.73172 -2.34133
H -0.96446 2.95943 -2.34524
O -0.80008 4.86060 -5.90915
S -1.60399 5.80451 -6.64789
O -1.47193 7.21850 -6.40786
C -1.48517 5.45807 -8.40052
C -2.57781 4.41970 -8.64347
C -3.80552 4.87832 -7.83811
C -3.30292 5.27331 -6.44578
H -0.47965 5.10876 -8.62278
H -1.68403 6.39206 -8.92517
H -2.79976 4.31737 -9.70465
H -2.24130 3.44795 -8.27611
H -4.26901 5.73944 -8.32340
H -4.55677 4.09313 -7.77301
H -3.86962 6.08878 -6.00339
H -3.26940 4.43682 -5.74966
O -5.76665 2.69992 -3.89151
S -4.73874 2.87974 -2.89743
O -3.50745 3.54495 -3.24826
C -5.45851 3.64678 -1.44855
C -5.92581 2.46973 -0.59834
C -4.79673 1.43018 -0.66207
C -4.38236 1.29092 -2.13062
H -6.25276 4.31686 -1.76843
H -4.66599 4.21045 -0.95600
H -6.13526 2.78011 0.42472
H -6.84339 2.05094 -1.01636
H -3.94458 1.77818 -0.07554
H -5.10606 0.46955 -0.25317
H -3.32229 1.08377 -2.25603
H -4.97204 0.54384 -2.65802
O 2.35551 -0.05515 -4.21994
S 1.88522 -1.36022 -4.61767
O 1.63102 -1.64493 -6.00661
C 2.98092 -2.59173 -3.91975
C 2.37894 -2.88751 -2.55006
C 0.86204 -2.98466 -2.76726
C 0.44825 -1.78010 -3.61753
H 3.98753 -2.18132 -3.88927
H 2.94845 -3.46147 -4.57581
H 2.79022 -3.80572 -2.13169
H 2.60224 -2.07524 -1.85568
H 0.62511 -3.91021 -3.29848
H 0.32098 -2.98997 -1.82450
H -0.37967 -1.99073 -4.28994
H 0.21934 -0.91004 -3.00381
```

The value obtained for the orbital gap is 0.3425 Eh. As for the maximum force: 0.6 eV/Å. As for the structure (SMILES): CCN(CC[C@H]1CCOS(=O)(=O)[C@H]1CCCC(F)(F)C(F)(F)F)C(C)=O.O=S1(=O)CCCC1.O=S1(=O)CCCC1.O=S1(=O)CCCC1.O=S1(=O)CCCC1.O=S1(=O)CCCC1.

(2)
Entry from OMol25: 9 unconnected molecules or ions with the total composition C35H67FN2O36P3S9 (the ωB97M-V functional and the def2-TZVPD basis).

```
153
Properties=species:S:1:pos:R:3
C 6.51913 0.16947 1.96177
C 6.22760 -0.09952 0.36901
C 6.75054 1.02813 -0.70972
C 6.41398 0.76058 -2.29172
C 5.57842 -0.59012 -2.69358
C 5.07144 -1.75744 -1.61760
C 4.28650 -3.07344 -2.22510
C 2.66447 -3.11106 -1.81199
F 2.18515 -4.52774 -2.02892
C 1.92022 -2.20304 -2.94234
P 1.66508 -3.21333 -4.58955
O 1.32048 -2.14210 -5.74238
N 0.65443 -1.50406 -2.52959
C -0.62653 -2.30020 -2.75175
O -1.34836 -1.96363 -3.98724
C -2.13061 -0.72548 -3.86847
O -1.40313 0.42188 -4.50580
C -1.28865 1.55032 -3.56811
C -1.13234 2.95690 -4.45558
O 0.28160 3.32643 -4.69767
C 0.69925 -0.91090 -1.10844
C 1.83380 0.27196 -1.15130
C 1.04273 -2.17169 -0.11876
P 0.75216 -1.54729 1.67555
C -1.06081 -1.03859 1.98529
C 2.00868 -0.21469 2.20423
N 2.43099 -2.72896 -0.37387
P 2.56055 -4.11750 0.75005
S 4.12106 -5.24564 0.50229
C 5.41882 -1.49399 -0.03176
H 7.39096 0.94377 2.11758
H 5.53586 0.66389 2.40102
H 6.66853 -0.83926 2.54632
H 7.34757 2.00828 -0.44658
H 6.72873 1.47517 -3.19181
H 5.33281 -0.80435 -3.84235
H 4.82885 -4.09369 -2.04225
H 4.28245 -2.92277 -3.40971
H 2.69368 -1.34764 -3.25234
H 2.87466 -3.90968 -4.99862
H 0.56670 -4.14099 -4.50299
H 0.56499 -0.65090 -3.16083
H -0.46382 -3.47937 -2.65829
H -1.32807 -2.02955 -1.82421
H -2.49625 -0.46369 -2.78881
H -3.11985 -0.85148 -4.52441
H -0.31685 1.51344 -2.88440
H -2.24238 1.71706 -2.88887
H -1.64777 3.87506 -3.93345
H -1.62238 2.85245 -5.53908
H 0.57228 4.07344 -4.07588
H -0.32716 -0.37347 -0.82003
H 1.41988 1.19274 -0.51388
H 2.77318 -0.11747 -0.56319
H 2.09150 0.67116 -2.22601
H 0.29952 -3.09745 -0.24878
H -1.51120 -0.29163 1.19195
H -1.71887 -2.03004 1.89096
H -1.20587 -0.68196 3.10326
H 3.08795 -0.49538 1.85022
H 1.61896 0.82446 1.79527
H 1.95132 -0.12366 3.39040
H 2.57887 -3.71990 2.16489
H 1.33980 -4.90949 0.56855
H 5.08396 -2.28742 0.79505
C -5.40782 -0.01164 4.37665
C -5.01202 0.76014 5.63260
O -4.11144 -0.09779 6.32951
S -3.27458 -0.98176 5.24383
O -1.99805 -0.33824 5.02596
O -3.40300 -2.37710 5.59448
O -4.22232 -0.68184 3.95165
H -6.16525 -0.76932 4.60195
H -5.77738 0.64738 3.58646
H -5.87283 1.00613 6.25891
H -4.47365 1.67899 5.37723
C 1.54118 -1.70512 -9.38524
C 1.85014 -0.36773 -8.71766
O 3.19817 -0.07381 -9.07713
S 3.49635 -0.68460 -10.55984
O 3.33729 0.37916 -11.52640
O 4.67975 -1.50941 -10.48472
O 2.19106 -1.65681 -10.65430
H 1.96718 -2.53754 -8.81590
H 0.46711 -1.86451 -9.51270
H 1.74107 -0.40943 -7.63132
H 1.21294 0.42848 -9.11685
C -5.12182 -3.32960 -6.03579
C -4.76769 -4.07945 -4.75436
O -5.93138 -3.98934 -3.93553
S -7.25187 -3.96195 -4.89261
O -7.78717 -5.30354 -4.96141
O -8.05110 -2.81292 -4.53573
O -6.48782 -3.64668 -6.29786
H -5.04483 -2.24691 -5.89296
H -4.49229 -3.63041 -6.87750
H -3.90309 -3.64778 -4.24457
H -4.57872 -5.13893 -4.95717
C -3.36578 5.70519 4.17350
C -3.17126 5.43008 5.66219
O -4.48849 5.31957 6.19650
S -5.47144 4.69055 5.05696
O -5.59227 3.27008 5.29945
O -6.61256 5.56310 4.90561
O -4.48028 4.90599 3.78061
H -3.62042 6.75517 3.99671
H -2.48199 5.44211 3.58615
H -2.61713 6.22683 6.16408
H -2.66042 4.47482 5.82295
C -1.50598 8.07403 -1.64289
C -0.42837 7.20638 -2.28760
O -0.49934 5.95577 -1.60664
S -2.04432 5.68198 -1.16113
O -2.65352 4.82133 -2.15072
O -2.06754 5.39374 0.25407
O -2.60227 7.19638 -1.39172
H -1.16571 8.47717 -0.68360
H -1.81710 8.89653 -2.29249
H 0.56925 7.64153 -2.19185
H -0.64715 7.02764 -3.34568
C 2.11540 -8.02330 3.37018
C 1.76453 -7.66708 4.81230
O 2.92261 -7.01451 5.32785
S 3.65728 -6.20457 4.11761
O 3.23615 -4.82253 4.17876
O 5.04494 -6.60353 4.07716
O 2.87505 -6.92016 2.87908
H 2.74606 -8.91716 3.32727
H 1.22505 -8.17730 2.75468
H 1.51941 -8.54756 5.41100
H 0.93146 -6.95730 4.85138
C -8.41037 -0.19876 9.23303
C -8.96434 1.20338 9.47144
O -8.91060 1.84698 8.20035
S -9.13988 0.73224 7.03192
O -10.53156 0.76832 6.64072
O -8.05333 0.83226 6.08545
O -8.90503 -0.59165 7.95391
H -7.31663 -0.18777 9.18656
H -8.73400 -0.90656 10.00085
H -8.38379 1.76048 10.21061
H -10.01253 1.16469 9.78630
C 9.53834 4.19712 2.20885
C 8.71441 5.25883 2.93246
O 7.66982 5.60305 2.02519
S 7.28072 4.28830 1.14175
O 6.12408 3.66499 1.74572
O 7.34330 4.64288 -0.25710
O 8.59161 3.39135 1.50910
H 10.20838 4.65240 1.47243
H 10.12223 3.58484 2.90128
H 9.30601 6.14008 3.19165
H 8.25395 4.85061 3.83837
```

The value obtained for the orbital gap is 0.2909 Eh. As for the maximum force: 6.2 eV/Å. As for the charge: +1.

Which of these has the lowest maximum force?
C35H64F5NO14S6

Number 1 is which compound?
C35H64F5NO14S6